[1]
63
Properties=species:S:1:pos:R:3 method="wB97M-V/def2-TZVPD" smiles="C[C@@H](Br)[C@H](Br)C1=CC(=O)C(CC(N)(N)N)=CC1=O.ClCCl.ClCCl.ClCCl.ClCCl.ClCCl.ClCCl" lumo_energy_ev=-1.4 largest_force_ev_per_a=2.6 homo_lumo_gap_ev=7.66 total_energy_ev=-316985.7613 mol_weight_g_mol=890.67
Br -1.339 3.870 -2.639
Br -4.100 2.616 -1.178
Cl -1.471 7.901 -0.612
Cl -2.183 -6.321 3.909
Cl 3.468 -1.658 -3.839
Cl -4.630 -8.414 1.997
Cl 0.758 -2.541 2.829
Cl 1.689 -5.289 3.250
Cl -5.146 -8.872 4.843
Cl 2.427 3.267 -2.414
Cl -3.136 -3.912 2.536
Cl -4.219 8.374 0.330
Cl 5.124 4.242 -1.815
Cl 2.522 1.040 -4.674
O -0.034 2.459 1.631
O -0.581 -1.441 -1.699
N 4.082 0.048 -0.468
N 3.632 -1.415 1.381
N 4.296 -2.311 -0.692
C -5.404 -9.458 3.196
C -0.834 0.915 -1.495
C 0.649 -4.230 2.299
C -1.323 3.325 -0.768
C -0.709 1.950 -0.622
C -0.152 -0.387 -1.213
C -2.515 8.810 0.492
C 1.081 -0.344 -0.351
C -2.699 3.434 -0.074
C 2.060 -1.473 -0.527
C -3.589 -5.336 3.487
C 2.614 -0.689 -5.055
C -3.063 4.928 0.122
C 3.515 -1.230 -0.065
C 1.167 0.692 0.534
C 0.125 1.752 0.614
C 3.767 4.296 -2.944
H -4.004 5.195 -0.349
H -2.198 8.608 1.509
H 3.730 0.372 -1.357
H 2.082 -1.741 -1.585
H 1.636 -2.332 0.003
H 4.445 -2.082 -1.681
H 5.225 -2.209 -0.287
H 4.006 0.769 0.235
H -0.378 -4.555 2.416
H -2.665 2.936 0.892
H 3.138 -0.797 -5.997
H -1.421 0.987 -2.405
H 4.106 3.944 -3.912
H -3.045 5.198 1.181
H -4.981 -10.452 3.110
H -6.469 -9.479 2.999
H 1.998 0.790 1.224
H 2.728 -1.639 1.786
H 0.952 -4.287 1.259
H -2.293 5.545 -0.356
H -2.410 9.864 0.265
H -4.272 -5.938 2.905
H 3.411 5.317 -3.013
H -0.669 4.033 -0.256
H -4.062 -5.002 4.404
H 3.959 -0.570 1.838
H 1.604 -1.074 -5.136

=====

[2]
12
Properties=species:S:1:pos:R:3 method="wB97M-V/def2-TZVPD" lumo_energy_ev=0.2 largest_force_ev_per_a=0.7 de_lowest_kj_mol=436.94 homo_lumo_gap_ev=9.69 total_energy_ev=-9809.7862 mol_weight_g_mol=99.09
O -2.205 1.363 -0.113
O -0.001 1.755 -0.644
N -0.312 -1.097 1.127
C -0.292 -0.283 -0.031
C 0.935 0.679 -0.322
C 1.274 -0.208 -1.379
C -1.069 1.027 -0.248
H -0.402 -0.574 1.991
H -1.043 -1.797 1.088
H -0.409 -0.876 -0.956
H 1.566 0.937 0.529
H 1.894 -0.995 -0.907

=====

[3]
22
Properties=species:S:1:pos:R:3 method="wB97M-V/def2-TZVPD" smiles=ClC(Cl)Cl.ClC(Cl)Cl.CC#N.CC#N lumo_energy_ev=0.4 largest_force_ev_per_a=1.8 de_lowest_kj_mol=0.00 homo_lumo_gap_ev=10.98 total_energy_ev=-84465.5773 mol_weight_g_mol=320.86
Cl -3.888 -0.520 1.954
Cl -1.686 -0.678 3.983
Cl -1.669 -1.700 -0.320
Cl -0.412 -0.587 -2.641
Cl 0.365 -3.317 -1.662
Cl -2.544 1.887 3.020
N -1.053 2.105 0.274
N 2.222 -0.484 1.008
C -2.250 2.025 -2.042
C -1.599 2.060 -0.736
C -2.320 0.176 2.569
C 4.724 -0.872 0.293
C 3.315 -0.680 0.662
C -0.172 -1.675 -1.215
H 5.038 -1.914 0.353
H 0.617 -1.299 -0.564
H 4.883 -0.467 -0.706
H -2.789 2.965 -2.161
H -1.537 1.950 -2.863
H -2.891 1.148 -1.945
H -1.619 0.123 1.736
H 5.264 -0.247 1.004

=====

[4]
16
Properties=species:S:1:pos:R:3 method="wB97M-V/def2-TZVPD" smiles="C1=CN1.C=C=CC" lumo_energy_ev=0.9 largest_force_ev_per_a=0.4 de_lowest_kj_mol=645.80 homo_lumo_gap_ev=8.65 total_energy_ev=-7851.4664 mol_weight_g_mol=95.14
N -0.568 1.706 -1.032
C 1.271 0.885 1.065
C 0.036 0.494 -1.682
C -0.343 -1.016 0.628
C 0.857 1.317 -1.053
C -1.225 -2.143 1.053
C 0.462 -0.181 1.169
H -0.090 -0.017 -2.621
H -2.274 -1.889 0.863
H 2.352 0.746 1.052
H -1.000 -3.059 0.494
H 0.904 1.866 1.364
H -0.706 2.441 -1.738
H 1.773 1.872 -1.180
H -0.342 -0.672 -0.504
H -1.108 -2.350 2.121

=====

[5]
19
Properties=species:S:1:pos:R:3 method="wB97M-V/def2-TZVPD" lumo_energy_ev=-9.0 largest_force_ev_per_a=1.4 de_lowest_kj_mol=0.00 homo_lumo_gap_ev=2.86 total_energy_ev=-24941.1372 mol_weight_g_mol=237.00 total_charge=+1
Cd -0.286 -3.914 3.767
Cl 1.447 -2.733 2.694
O -0.678 1.512 0.285
N 1.370 -1.443 -0.565
C 1.142 0.629 -1.829
C -0.416 0.139 0.114
C -2.011 1.783 0.604
C 0.981 -0.035 -0.480
H 0.736 -1.944 -1.181
H 0.405 0.277 -2.558
H -2.136 2.856 0.748
H -2.679 1.513 -0.225
H 1.642 0.474 0.229
H 2.108 0.395 -2.283
H 1.290 -1.856 0.362
H -0.460 -0.338 1.108
H 1.113 1.717 -1.790
H -1.190 -0.326 -0.515
H -2.377 1.292 1.516

=====

[6]
76
Properties=species:S:1:pos:R:3 method="wB97M-V/def2-TZVPD" lumo_energy_ev="1.1 / 1.1" largest_force_ev_per_a=3.6 de_lowest_kj_mol=0.00 homo_lumo_gap_ev="3.16 / 3.16" total_energy_ev=-103869.6082 mol_weight_g_mol=743.82 total_charge=-1
Sb 11.321 -13.136 -6.533
Zn 16.341 -13.151 -7.261
O 20.681 -12.135 -8.536
O 17.826 -10.115 -6.649
O 18.388 -12.944 -7.542
N 17.099 -14.062 -5.652
N 15.171 -14.758 -7.150
N 18.404 -13.865 -5.404
N 14.539 -10.877 -7.717
C 12.825 -12.210 -2.512
C 14.180 -12.087 -9.782
C 13.527 -16.938 -6.660
C 12.087 -10.633 -4.673
C 7.158 -12.545 -7.978
C 8.480 -12.925 -5.563
C 9.223 -12.805 -6.750
C 21.011 -13.103 -4.990
C 6.432 -12.563 -6.790
C 12.429 -12.826 -3.718
C 14.483 -15.301 -8.158
C 12.565 -10.058 -3.489
C 12.360 -10.857 -8.713
C 13.309 -12.539 -10.795
C 20.414 -12.949 -6.257
C 11.985 -12.078 -10.783
C 8.568 -12.634 -7.960
C 11.517 -11.239 -9.746
C 16.798 -10.225 -7.506
C 14.303 -16.448 -5.625
C 18.990 -13.281 -6.438
C 15.186 -15.361 -5.928
C 22.591 -12.336 -7.174
C 15.881 -11.230 -7.494
C 7.130 -12.835 -5.620
C 16.746 -9.280 -8.629
C 16.283 -14.938 -5.101
C 21.201 -12.474 -7.317
C 12.026 -12.013 -4.773
C 17.599 -10.513 -5.292
C 22.362 -12.883 -4.835
C 13.696 -16.413 -7.957
C 13.730 -11.239 -8.751
C 12.898 -10.839 -2.363
C 23.167 -12.571 -5.942
H 6.553 -12.933 -4.677
H 18.603 -10.794 -4.955
H 23.183 -11.961 -8.021
H 13.162 -16.869 -8.780
H 14.574 -14.746 -9.079
H 11.618 -9.983 -5.428
H 20.432 -13.379 -4.103
H 12.696 -8.967 -3.387
H 5.341 -12.331 -6.743
H 11.244 -12.466 -11.463
H 16.473 -15.314 -4.042
H 10.506 -10.846 -9.735
H 9.158 -12.550 -8.864
H 16.942 -8.277 -8.299
H 11.980 -10.270 -7.851
H 24.283 -12.481 -5.806
H 16.919 -11.346 -5.197
H 8.971 -13.063 -4.606
H 12.334 -13.898 -3.803
H 6.705 -12.432 -8.994
H 17.513 -9.401 -9.365
H 14.186 -16.808 -4.630
H 15.807 -9.308 -9.177
H 17.271 -9.630 -4.748
H 15.285 -12.224 -9.864
H 12.749 -17.727 -6.534
H 22.889 -13.055 -3.881
H 14.017 -10.447 -6.953
H 19.689 -12.246 -8.468
H 13.018 -12.847 -1.675
H 13.555 -13.289 -11.521
H 13.230 -10.337 -1.454